# 1
Here is a molecular structure, C39H33CuF9N4O2PS from the Open Molecules 2025 dataset. Energies are from the ωB97M-V functional and the def2-TZVPD basis.

Values from the calculation:
charge	0
orbital gap	7.2	eV

The geometry in XYZ format:
```
90
Properties=species:S:1:pos:R:3:lowdin_charge:R:1
Cu 0.7931 -1.7459 -0.4395 0.15
C -1.4304 2.9445 5.3223 -0.05
C -1.0501 1.6159 4.7307 -0.27
C -0.3094 0.6806 5.4438 -0.03
C 0.0059 -0.5558 4.8974 -0.05
C -0.4196 -0.8610 3.6168 -0.26
C -1.1479 0.0651 2.8936 -0.07
C -1.4703 1.2912 3.4424 -0.03
S 0.0295 -2.3683 2.7616 0.60
O 0.5191 -3.2902 3.7531 -0.30
O -1.1238 -2.7769 1.9799 -0.34
N 1.1491 -1.9415 1.6881 -0.16
C 2.4713 -1.8325 2.0213 -0.27
C 3.0071 -1.7589 3.3015 -0.02
C 4.3895 -1.6709 3.5072 -0.07
C 5.2770 -1.6549 2.4645 -0.06
C 4.7889 -1.7196 1.1454 -0.16
C 5.6292 -1.7608 0.0119 -0.01
C 5.0838 -1.8557 -1.2372 -0.05
C 3.6870 -1.8723 -1.3668 -0.12
N 2.8738 -1.8165 -0.3371 0.06
C 3.3886 -1.7724 0.9166 -0.15
H -0.7607 3.2400 6.1283 0.08
H -2.4452 2.8916 5.7231 0.09
H -1.4182 3.7180 4.5538 0.07
H 0.0244 0.9243 6.4451 0.11
H 0.5746 -1.2843 5.4616 0.11
H -1.4348 -0.2119 1.8985 0.08
H -2.0442 2.0080 2.8683 0.12
H 2.3428 -1.8116 4.1503 0.08
H 4.7646 -1.6277 4.5222 0.11
H 6.3450 -1.6090 2.6348 0.11
H 6.7030 -1.7262 0.1504 0.12
H 5.7047 -1.9126 -2.1207 0.10
H 3.2165 -1.9264 -2.3403 0.09
N 0.7422 -2.3338 -3.4944 0.01
C 0.2766 -3.7069 -3.3497 -0.27
C -0.7237 -3.8697 -2.1985 -0.24
N -0.1489 -3.5400 -0.8894 -0.02
H -0.0092 -1.7435 -3.8308 0.05
H 1.4906 -2.2847 -4.1748 0.07
H 1.1507 -4.3317 -3.1452 0.11
H -0.2010 -4.0868 -4.2615 0.11
H -1.0764 -4.9061 -2.2302 0.11
H -1.5803 -3.2119 -2.3727 0.10
H 0.6059 -4.1837 -0.6745 0.10
H -0.8161 -3.5866 -0.1232 0.06
F -6.2785 1.1142 1.8259 0.14
C -6.1789 0.1803 0.8588 -0.58
F -7.1230 0.4806 -0.0606 0.14
F -6.5216 -0.9953 1.4061 0.14
C -4.8053 0.1580 0.2541 -0.11
C -4.1028 -1.0306 0.1475 0.02
C -2.8090 -1.0096 -0.3492 -0.08
C -2.2079 0.1899 -0.7176 -0.35
C -2.9484 1.3686 -0.6644 -0.06
C -4.2456 1.3521 -0.1841 0.00
P -0.4338 0.1359 -1.2282 1.12
C -0.6550 0.7282 -2.9450 -0.36
C -1.7682 0.3321 -3.6899 -0.07
C -1.8434 0.6059 -5.0448 0.00
C -0.8000 1.2768 -5.6689 -0.12
C 0.3166 1.6704 -4.9455 0.00
C 0.3890 1.3893 -3.5920 -0.07
C -0.8440 1.4828 -7.1542 -0.58
F -0.0392 2.4788 -7.5600 0.14
F -0.4420 0.3673 -7.8064 0.14
F -2.0826 1.7600 -7.5963 0.14
C 0.2436 1.6238 -0.3737 -0.32
C 1.0264 1.3720 0.7515 -0.07
C 1.4981 2.4041 1.5423 0.01
C 1.1984 3.7141 1.1962 -0.12
C 0.4794 3.9896 0.0439 0.00
C 0.0040 2.9475 -0.7374 -0.08
C 1.7244 4.8084 2.0783 -0.58
F 1.4421 4.5779 3.3752 0.14
F 1.2182 6.0160 1.7723 0.14
F 3.0675 4.9093 1.9881 0.14
H -4.5462 -1.9601 0.4752 0.13
H -2.2327 -1.9232 -0.3852 0.07
H -2.5084 2.3045 -0.9813 0.10
H -4.8221 2.2670 -0.1312 0.13
H -2.5803 -0.1991 -3.2106 0.11
H -2.7049 0.2922 -5.6191 0.13
H 1.1289 2.1811 -5.4444 0.12
H 1.2681 1.6702 -3.0241 0.12
H 1.2575 0.3528 1.0117 0.07
H 2.0869 2.1910 2.4258 0.14
H 0.2934 5.0156 -0.2441 0.12
H -0.5431 3.1792 -1.6435 0.10
```

=====

# 2
Here is a molecular structure, C35H28BClF4N4O11SSiTa at a distorted geometry from the Open Molecules 2025 dataset. Energies are from the ωB97M-V functional and the def2-TZVPD basis.

Values from the calculation:
charge	-1
orbital gap	6.9	eV

The geometry in XYZ format:
```
87
Properties=species:S:1:pos:R:3:lowdin_charge:R:1
Ta 0.5456 0.0550 0.1141 1.98
O 2.0893 0.3619 3.2851 0.14
C 1.5357 1.2187 2.6644 -0.47
O 1.5056 1.2051 1.2731 -0.22
C 0.8152 2.3611 3.2684 -0.05
C 1.2569 2.8005 4.4851 0.06
C 0.5864 3.8348 5.1380 -0.15
C -0.5534 4.3949 4.5986 0.07
C -1.0296 3.9542 3.3861 -0.05
C -0.3611 2.9249 2.6053 -0.29
O -0.7194 2.5320 1.4921 -0.04
N -2.2564 4.5942 2.9077 -0.35
O -2.7477 5.4793 3.5954 0.03
O -2.7150 4.2590 1.8298 0.06
N 1.0849 4.3250 6.4115 -0.37
O 0.4442 5.1862 6.9937 0.05
O 2.1065 3.8260 6.8577 0.05
H 2.1239 2.3447 4.9434 0.13
H -1.0767 5.1771 5.1266 0.13
Cl -0.1752 -6.1823 4.2541 0.64
C -0.1045 -4.6175 3.4856 -0.65
C -0.7078 -3.5168 4.1147 -0.07
C -0.6687 -2.2675 3.5446 0.04
C -0.0228 -2.0918 2.3158 -0.27
O 0.0203 -0.9023 1.7674 -0.19
C 0.5713 -3.1911 1.6939 -0.11
C 1.1994 -3.0193 0.4274 -0.08
O 1.2291 -1.9707 -0.2251 -0.13
C 0.5311 -4.4628 2.2862 -0.04
H -1.2095 -3.6642 5.0623 0.11
H -1.1272 -1.4089 4.0156 0.13
H 1.7045 -3.8793 -0.0261 0.16
H 0.9941 -5.3054 1.7876 0.12
C 3.7120 -5.6776 -3.8009 -0.05
C 3.6718 -4.3133 -3.1630 -0.27
C 2.7625 -3.3588 -3.6065 -0.02
C 2.6807 -2.1118 -3.0091 -0.05
C 3.5216 -1.8181 -1.9479 -0.28
C 4.4352 -2.7535 -1.4775 -0.05
C 4.5093 -3.9914 -2.0971 -0.04
S 3.4433 -0.2818 -1.0833 0.62
O 3.3587 -0.5837 0.3260 -0.31
O 4.5347 0.5280 -1.5409 -0.27
N 1.9942 0.3912 -1.4038 -0.25
C 1.8254 1.1892 -2.5531 -0.25
C 2.6157 1.2424 -3.6657 -0.02
C 2.2871 2.1310 -4.7166 -0.06
C 1.1997 2.9481 -4.6410 -0.04
C 0.3772 2.9086 -3.4879 -0.15
C -0.7504 3.7345 -3.2968 0.00
C -1.4644 3.6340 -2.1454 -0.01
C -1.0911 2.6883 -1.1690 -0.09
N -0.0489 1.8941 -1.3155 0.05
C 0.6931 2.0145 -2.4594 -0.15
H 3.7544 -5.6039 -4.8886 0.08
H 2.8139 -6.2455 -3.5493 0.08
H 4.5776 -6.2485 -3.4647 0.07
H 2.0737 -3.6039 -4.4059 0.12
H 1.9278 -1.4069 -3.3339 0.11
H 5.0702 -2.5162 -0.6329 0.12
H 5.2229 -4.7248 -1.7384 0.11
H 3.5040 0.6335 -3.7443 0.11
H 2.9260 2.1569 -5.5897 0.10
H 0.9547 3.6321 -5.4440 0.11
H -1.0264 4.4449 -4.0681 0.12
H -2.3250 4.2594 -1.9536 0.11
H -1.6448 2.5974 -0.2527 0.07
C -5.2091 0.5895 1.7689 -0.18
Si -4.5818 0.5171 0.0243 0.41
C -5.3172 -0.9175 -0.8924 -0.18
C -4.9302 2.1253 -0.8389 -0.18
C -2.7704 0.3041 0.0636 -0.12
C -1.5563 0.2485 0.0774 -0.20
H -6.2942 0.7254 1.7909 0.03
H -4.7468 1.4229 2.3044 0.03
H -4.9662 -0.3348 2.2986 0.03
H -6.3692 -0.7376 -1.1318 0.03
H -5.2493 -1.8255 -0.2882 0.03
H -4.7677 -1.1010 -1.8191 0.03
H -6.0014 2.3389 -0.8774 0.03
H -4.5452 2.0991 -1.8622 0.03
H -4.4370 2.9420 -0.3026 0.03
F -0.2342 -0.9269 -1.9708 -0.02
B -1.0837 -2.1427 -2.0962 -1.22
F -1.4226 -2.5842 -0.8203 0.13
F -0.2880 -3.0939 -2.7465 0.12
F -2.1946 -1.7915 -2.8412 0.14
```

=====

# 3
Here is C3H7NO2 in the gas phase from the Open Molecules 2025 dataset. Energies are from the ωB97M-V functional and the def2-TZVPD basis.

Values from the calculation:
charge	0
SMILES string	CNC(=O)OC
orbital gap	10.6	eV

The geometry in XYZ format:
```
13
Properties=species:S:1:pos:R:3:lowdin_charge:R:1
C -2.0096 -0.0322 -0.4651 -0.07
N -1.1798 -0.1345 0.7187 0.03
C 0.1806 -0.1025 0.7815 -0.60
O 0.8228 -0.1527 1.8108 0.07
O 0.7430 -0.0090 -0.4435 -0.05
C 2.1630 0.1147 -0.4123 -0.05
H -2.4817 0.9553 -0.5613 0.08
H -2.7899 -0.8044 -0.4565 0.08
H -1.3818 -0.1877 -1.3406 0.08
H -1.6169 -0.1096 1.6249 0.14
H 2.4459 1.0714 0.0342 0.10
H 2.4805 0.0842 -1.4538 0.09
H 2.6239 -0.6932 0.1631 0.10
```

=====

# 4
Here is C3H7N3 in the gas phase at a distorted geometry from the Open Molecules 2025 dataset. Energies are from the ωB97M-V functional and the def2-TZVPD basis.

Values from the calculation:
charge	0
SMILES string	N#C[C@@H](N)CN
orbital gap	10.0	eV

The geometry in XYZ format:
```
13
Properties=species:S:1:pos:R:3:lowdin_charge:R:1
N 2.7447 0.6584 0.7276 0.16
C 1.8729 0.2134 0.1189 -0.23
C 0.5733 0.0015 -0.5112 -0.32
N 0.1621 -1.4473 -0.2229 0.01
C -0.4602 0.8392 0.3324 -0.27
N -1.8069 0.3326 0.3100 -0.03
H 0.6664 0.3564 -1.5049 0.12
H 0.5612 -2.0420 -0.9976 0.10
H 0.4400 -1.7464 0.7337 0.10
H -0.4775 1.8470 -0.0939 0.12
H -0.1036 0.7932 1.3329 0.09
H -2.4314 0.8801 -0.3583 0.10
H -1.7409 -0.6863 0.1332 0.05
```

=====

LUMO / eV: -0.1; 1.0; 0.9; 0.7
Highest occupied orbital energy / eV: -7.3; -5.8; -9.7; -9.4